This record from the OMol25 dataset describes 12 unconnected molecules or ions with the total composition C42H117N9O15. The level of theory is ωB97M-V with the def2-TZVPD basis set.

Its energy relative to the best compared isomer or geometry (same formula, charge and spin) is 72.6 kcal per mole. The molar mass comes out at 988.45 g mol⁻¹. The value obtained for the total energy is -89566.1580 eV. The SMILES is COC[C@H](C)N.COC[C@H](C)N.COC[C@H](C)N.COC[C@H](C)N.COC[C@H](C)N.COC[C@H](C)N.COC[C@H](C)N.COC[C@H](C)N.COC[C@H](C)N.OCCO.OCCO.OCCO. As for the charge: 0. The value obtained for the orbital gap is 9.062 eV. Its max |F| is 0.0643 Eh/bohr.

Each line ends with the Mulliken charge.
Geometry (Å):
C  0.59  -3.12  3.02  -0.437
C  1.20  -4.32  2.27  0.277
C  0.33  -5.56  2.33  -0.659
O  0.39  -6.03  3.68  -0.364
C  -0.34  -7.26  3.82  -0.791
N  1.22  -3.85  0.88  0.558
H  0.51  -3.37  4.08  0.591
H  -0.35  -2.81  2.57  -0.433
H  1.33  -2.31  3.02  -0.203
H  2.22  -4.56  2.55  0.577
H  0.64  -6.38  1.68  0.519
H  -0.67  -5.36  1.93  0.225
H  0.18  -8.18  3.55  0.297
H  -1.33  -7.29  3.37  0.306
H  -0.49  -7.36  4.89  0.286
H  1.60  -4.57  0.28  0.209
H  1.85  -3.06  0.80  -0.689
C  -6.94  -0.25  -5.18  -1.476
C  -5.47  0.21  -5.28  0.529
C  -4.49  -0.62  -4.56  -0.773
O  -3.21  0.00  -4.53  -0.321
C  -2.45  -0.49  -3.47  -0.025
N  -5.13  0.41  -6.69  -0.752
H  -7.56  0.23  -5.93  0.407
H  -7.45  0.00  -4.25  0.353
H  -6.95  -1.34  -5.26  0.318
H  -5.35  1.17  -4.77  0.278
H  -4.37  -1.61  -5.00  0.364
H  -4.81  -0.88  -3.55  0.350
H  -2.32  -1.56  -3.62  0.528
H  -2.91  -0.38  -2.49  0.439
H  -1.45  -0.06  -3.39  -0.840
H  -5.13  -0.48  -7.18  0.254
H  -4.19  0.78  -6.77  0.275
C  0.65  -3.51  -3.43  -1.516
C  1.53  -2.27  -3.04  0.433
C  1.45  -1.13  -4.04  0.893
O  2.00  -1.39  -5.30  -0.517
C  2.27  -0.30  -6.13  -0.366
N  0.86  -1.91  -1.81  2.074
H  0.97  -4.32  -2.77  0.497
H  0.96  -3.96  -4.37  0.414
H  -0.44  -3.44  -3.43  0.029
H  2.56  -2.60  -2.86  0.336
H  1.90  -0.27  -3.54  -0.509
H  0.42  -0.79  -4.15  -0.156
H  3.04  0.29  -5.62  -0.140
H  1.48  0.38  -6.45  0.253
H  2.83  -0.59  -7.02  0.406
H  1.06  -2.69  -1.20  -0.033
H  1.22  -1.09  -1.35  -1.217
C  -3.51  -0.29  7.38  -1.325
C  -4.55  -0.53  6.28  0.113
C  -3.91  -0.43  4.85  -0.505
O  -3.51  0.99  4.64  -0.377
C  -2.28  1.10  3.94  -0.675
N  -4.93  -1.89  6.43  -0.770
H  -2.65  -0.94  7.26  0.332
H  -3.98  -0.44  8.36  0.455
H  -3.24  0.76  7.34  0.262
H  -5.43  0.11  6.38  0.384
H  -4.52  -0.76  4.02  0.445
H  -3.07  -1.12  4.75  0.145
H  -2.17  2.07  3.45  0.151
H  -2.21  0.37  3.13  0.243
H  -1.41  0.91  4.56  0.512
H  -4.04  -2.33  6.61  0.328
H  -5.42  -1.98  7.31  0.290
C  2.96  3.79  6.82  -1.329
C  3.78  2.52  6.99  0.350
C  3.55  1.50  5.85  -0.383
O  2.24  1.01  5.82  -0.412
C  1.99  0.22  4.64  -0.040
N  5.19  2.99  6.97  -0.749
H  3.21  4.31  5.89  0.209
H  3.14  4.51  7.62  0.372
H  1.91  3.52  6.79  0.341
H  3.53  2.03  7.93  0.378
H  4.16  0.61  5.98  0.277
H  3.80  2.00  4.92  0.128
H  2.53  0.59  3.77  -0.099
H  0.92  0.18  4.41  -0.038
H  2.38  -0.78  4.83  0.482
H  5.48  3.17  6.02  0.281
H  5.79  2.22  7.23  0.287
C  -4.25  5.74  2.32  -1.535
C  -3.57  4.48  1.71  1.388
C  -4.47  3.66  0.72  -0.487
O  -5.67  3.03  1.26  -0.474
C  -5.36  2.06  2.26  -0.499
N  -2.27  4.87  1.19  -0.696
H  -3.62  6.30  3.02  0.406
H  -5.14  5.49  2.90  0.310
H  -4.49  6.39  1.48  0.363
H  -3.30  3.79  2.51  -0.549
H  -3.81  2.93  0.25  0.151
H  -4.81  4.36  -0.05  0.410
H  -4.44  1.50  2.05  0.045
H  -6.23  1.44  2.44  0.380
H  -5.27  2.43  3.28  0.303
H  -1.85  4.14  0.63  0.128
H  -1.61  5.09  1.92  0.285
C  6.06  0.66  -6.25  -1.316
C  6.93  0.44  -4.99  0.509
C  6.00  0.09  -3.73  -0.491
O  5.24  1.21  -3.35  -0.441
C  4.41  0.97  -2.21  -0.355
N  7.91  -0.59  -5.35  -0.774
H  6.75  0.73  -7.09  0.431
H  5.34  1.48  -6.31  0.181
H  5.53  -0.28  -6.43  0.376
H  7.58  1.28  -4.72  0.310
H  6.54  -0.30  -2.87  0.326
H  5.29  -0.67  -4.06  0.144
H  3.86  0.03  -2.09  0.086
H  3.69  1.79  -2.13  0.103
H  5.06  1.00  -1.34  0.448
H  8.64  -0.69  -4.66  0.249
H  8.41  -0.34  -6.19  0.227
C  1.98  3.57  -5.26  -1.403
C  1.01  3.72  -4.07  0.320
C  0.53  2.35  -3.46  0.086
O  -0.44  2.32  -2.44  -0.789
C  -1.66  3.05  -2.71  -1.283
N  1.62  4.51  -2.97  -0.581
H  2.56  4.45  -5.52  0.429
H  1.47  3.26  -6.18  0.357
H  2.69  2.78  -5.03  0.170
H  0.14  4.32  -4.34  0.439
H  1.47  1.94  -3.07  -0.901
H  0.11  1.67  -4.20  0.651
H  -1.55  4.11  -2.49  0.344
H  -2.40  2.70  -2.00  0.243
H  -1.91  2.86  -3.76  0.489
H  0.86  4.81  -2.37  0.127
H  1.96  5.40  -3.29  0.294
C  -2.98  -2.94  0.51  -1.010
C  -2.65  -4.14  -0.43  0.727
C  -3.57  -4.03  -1.68  -0.405
O  -4.96  -4.27  -1.46  -0.380
C  -5.39  -5.64  -1.35  -0.703
N  -1.25  -4.26  -0.72  -0.522
H  -2.34  -2.88  1.40  0.220
H  -4.03  -2.93  0.80  0.550
H  -2.83  -1.97  0.03  -0.064
H  -2.96  -5.05  0.08  0.318
H  -3.20  -4.75  -2.41  0.571
H  -3.42  -3.13  -2.28  -0.317
H  -4.71  -6.28  -0.79  0.285
H  -5.49  -5.96  -2.38  0.283
H  -6.38  -5.70  -0.89  0.273
H  -0.76  -4.12  0.15  0.088
H  -0.91  -3.46  -1.23  -0.139
C  2.12  3.54  2.08  -0.081
C  1.91  4.19  0.63  -0.432
O  2.01  3.12  -0.27  -0.372
O  3.44  3.03  2.31  -0.626
H  1.41  2.71  2.12  -0.257
H  1.89  4.16  2.95  0.558
H  2.70  4.91  0.38  0.363
H  0.90  4.58  0.58  0.265
H  2.08  3.51  -1.14  -0.150
H  3.48  2.17  1.87  0.268
C  4.69  -0.90  1.91  -0.510
C  4.64  -1.97  0.76  -0.443
O  3.29  -1.95  0.34  -0.676
O  4.59  0.40  1.29  -0.498
H  5.68  -0.92  2.36  0.415
H  3.94  -1.00  2.70  0.005
H  4.77  -2.95  1.22  0.436
H  5.42  -1.86  0.00  0.195
H  3.10  -1.02  0.20  -0.051
H  5.41  0.44  0.80  0.285
C  0.59  0.11  0.51  1.181
C  -0.88  0.30  0.18  1.079
O  -1.25  1.62  -0.08  0.643
O  1.55  0.40  -0.51  1.979
H  0.77  -0.93  0.76  -0.581
H  0.92  0.57  1.44  -0.295
H  -1.43  -0.03  1.06  -0.394
H  -1.18  -0.34  -0.65  -0.901
H  -0.95  1.80  -0.98  0.128
H  1.52  1.35  -0.63  -1.368